<i>
Molecular formula: C7H12N
Method: DFT, ωB97M-V with the def2-TZVPD basis set

Geometry as XYZ:
```
20
Properties=species:S:1:pos:R:3:nbo_charge:R:1
C -2.7117 1.0816 0.4200 -0.68
C -1.7804 -0.0547 0.2309 0.12
C -0.5903 -0.5788 0.0241 -0.07
C 1.1341 -0.1315 -0.1726 0.10
N 2.0251 -0.8833 0.8240 -0.72
C 1.2347 1.2909 -0.2110 -0.45
C 1.6683 0.4876 -1.4672 -0.38
C -1.6751 -1.5242 -0.1673 -0.42
H -2.0439 1.9826 0.4602 0.23
H -3.2478 1.0036 1.4339 0.26
H -3.4357 1.1630 -0.4179 0.26
H 1.3027 -1.3120 1.5026 0.48
H 2.7787 -0.2587 1.2704 0.46
H 2.6612 -1.6423 0.4194 0.46
H 1.8473 1.9551 0.4585 0.25
H 0.3050 1.8410 -0.4183 0.26
H 1.1120 0.5565 -2.2889 0.24
H 2.8116 0.3690 -1.6139 0.23
H -2.0806 -1.9349 -1.0761 0.20
H -2.0445 -2.2001 0.6143 0.18
```

Values from the calculation:
Total charge: +1
Structure (SMILES): CC1=C(C2([NH3+])CC2)C1
E_LUMO (eV): -3.67
Molecular weight (g mol⁻¹): 110.2
Spin multiplicity: 1

***

<ii>
Molecular formula: C7H12N
Method: DFT, ωB97M-V with the def2-TZVPD basis set

Geometry as XYZ:
```
20
Properties=species:S:1:pos:R:3:nbo_charge:R:1
C 0.7244 0.2892 2.3342 -0.60
C -0.0029 0.7946 1.0445 -0.31
C 0.5322 2.2239 0.5021 -0.54
C 0.1291 -0.2140 -0.0039 0.36
N -0.6458 -0.3677 -1.0005 -0.44
C -0.2622 -1.2812 -1.8543 0.05
C 0.9087 -1.8231 -2.1512 -0.16
C -0.2184 -1.8754 -3.2630 -0.30
H 1.6084 0.8761 2.5128 0.23
H 1.1279 -0.6633 2.0148 0.19
H 0.2117 0.0712 3.2453 0.26
H -1.0957 0.8409 1.1134 0.24
H 1.3620 1.8318 0.0160 0.20
H 0.8275 2.7466 1.3725 0.24
H -0.1968 2.6470 -0.1123 0.22
H 0.9897 -0.8972 0.1842 0.22
H -1.4456 0.1993 -1.1550 0.45
H 1.3870 -1.9386 -1.1647 0.24
H 0.0387 -1.3607 -4.1193 0.22
H -0.7443 -2.7777 -3.4217 0.22
```

Values from the calculation:
Total charge: +1
Structure (SMILES): CC(C)/C=[NH+]/C1=CC1
E_LUMO (eV): -5.36
Molecular weight (g mol⁻¹): 110.2
Spin multiplicity: 1

***

Relative to the most stable one, in hartree, the structures come out at <i> 0.0000; <ii> 0.0257.

***

<i>
Molecular formula: C8H32O8
Method: DFT, ωB97M-V with the def2-TZVPD basis set

Geometry as XYZ:
```
48
Properties=species:S:1:pos:R:3:nbo_charge:R:1
C 3.9154 1.3205 -1.5687 -0.25
O 5.0950 0.9632 -0.8723 -0.73
H 4.2021 1.7027 -2.5549 0.17
H 3.2093 0.4925 -1.6325 0.16
H 3.4318 2.1900 -1.1224 0.19
H 5.4288 0.1039 -1.1312 0.47
C -0.5343 -0.4281 3.7890 -0.26
O -1.1539 0.0797 4.9431 -0.71
H -0.4621 -1.5139 3.6592 0.15
H -1.0768 -0.1275 2.8862 0.17
H 0.4569 0.0042 3.6243 0.17
H -0.5173 -0.0192 5.6572 0.47
C 0.3656 -2.9185 -0.2214 -0.26
O 1.1893 -2.4279 -1.2589 -0.74
H -0.0990 -2.1313 0.3712 0.18
H -0.3870 -3.6344 -0.5535 0.18
H 0.9227 -3.4732 0.5501 0.16
H 0.8795 -2.7790 -2.0957 0.48
C -3.7181 2.8390 -1.6776 -0.25
O -3.0593 3.4265 -0.5658 -0.72
H -3.1224 3.0191 -2.5802 0.17
H -3.8456 1.7563 -1.6041 0.17
H -4.7184 3.2585 -1.8136 0.17
H -3.5240 4.2267 -0.3223 0.47
C -3.6751 -1.6594 1.3846 -0.25
O -2.6072 -2.5393 1.1120 -0.73
H -4.6257 -2.0301 0.9899 0.16
H -3.7773 -1.3947 2.4415 0.17
H -3.4714 -0.7079 0.8864 0.18
H -2.5939 -3.2681 1.7364 0.47
C 0.5379 1.7411 -3.7493 -0.24
O 0.4768 0.3549 -3.5477 -0.74
H 1.3696 2.2111 -3.2066 0.16
H 0.7408 1.9916 -4.7899 0.17
H -0.3624 2.2517 -3.3963 0.16
H 0.6962 0.1607 -2.6283 0.48
C 2.8465 -0.5316 1.8478 -0.25
O 2.9178 -1.2354 3.0731 -0.73
H 2.6789 0.5396 1.9380 0.19
H 3.7673 -0.7165 1.2932 0.17
H 1.9828 -0.8840 1.2692 0.15
H 2.7934 -2.1770 2.9549 0.47
C -0.8037 0.2793 -0.5913 -0.25
O 0.4141 0.9929 -0.7030 -0.74
H -1.6320 0.9734 -0.7004 0.19
H -0.8917 -0.5035 -1.3519 0.17
H -0.8533 -0.2293 0.3762 0.16
H 1.1931 0.4508 -0.5436 0.47
```

Values from the calculation:
Structure (SMILES): CO.CO.CO.CO.CO.CO.CO.CO
E_LUMO (eV): 0.51
Molecular weight (g mol⁻¹): 256.3
Spin multiplicity: 1

***

<ii>
Molecular formula: C8H32O8
Method: DFT, ωB97M-V with the def2-TZVPD basis set

Geometry as XYZ:
```
48
Properties=species:S:1:pos:R:3:nbo_charge:R:1
C -2.8627 17.4868 20.3578 -0.25
O -2.4154 16.4331 21.1460 -0.73
H -3.5045 18.0212 21.0582 0.18
H -1.9565 18.0860 20.2691 0.16
H -3.1525 17.2470 19.3348 0.18
H -1.4960 16.6159 21.3532 0.47
C 2.2331 21.7090 10.7261 -0.25
O 1.8216 22.7211 9.8436 -0.72
H 2.0466 21.7984 11.7963 0.17
H 1.7446 20.7770 10.4418 0.17
H 3.2864 21.5380 10.5037 0.17
H 1.5406 23.5006 10.3283 0.47
C -0.2227 25.8267 13.1329 -0.26
O -0.0262 26.3887 11.7948 -0.73
H 0.7835 25.5698 13.4641 0.17
H -0.6664 26.6160 13.7397 0.17
H -0.8189 24.9151 13.0917 0.19
H 0.4158 27.2213 11.9769 0.46
C -0.3753 15.0705 11.2916 -0.25
O -0.7081 16.4282 11.3404 -0.72
H -0.2648 14.7426 12.3252 0.18
H -1.0543 14.4187 10.7419 0.17
H 0.6023 14.8833 10.8473 0.16
H -1.1834 16.6923 10.5492 0.47
C -1.5611 19.7845 15.0357 -0.24
O -0.7352 18.8195 15.5635 -0.71
H -1.8701 20.5754 15.7192 0.18
H -1.1108 20.3054 14.1908 0.15
H -2.4991 19.3508 14.6892 0.15
H -0.5453 18.2033 14.8523 0.47
C -7.1028 23.3406 17.0026 -0.25
O -6.8002 24.7098 16.9276 -0.71
H -6.2893 22.7720 17.4531 0.16
H -7.9715 23.2225 17.6503 0.18
H -7.3529 22.9761 16.0063 0.16
H -6.3418 24.8218 16.0916 0.46
C -2.0875 12.4801 16.5170 -0.26
O -1.2298 11.3019 16.5618 -0.73
H -2.8087 12.5827 15.7063 0.17
H -2.6967 12.5882 17.4144 0.19
H -1.4507 13.3648 16.5184 0.16
H -0.9330 11.0699 15.6788 0.47
C 2.7651 16.0951 19.3967 -0.25
O 2.6635 15.5098 20.6967 -0.73
H 2.2072 15.4233 18.7443 0.17
H 2.2309 17.0414 19.4818 0.18
H 3.7864 16.2548 19.0511 0.16
H 2.9812 14.6045 20.6649 0.46
```

Values from the calculation:
Structure (SMILES): CO.CO.CO.CO.CO.CO.CO.CO
E_LUMO (eV): 0.23
Molecular weight (g mol⁻¹): 256.3
Spin multiplicity: 1

***

Relative to the most stable one, in hartree, the structures come out at <i> 0.0000; <ii> 0.0400.

***

<i>
Molecular formula: C8H32O8
Method: DFT, ωB97M-V with the def2-TZVPD basis set

Geometry as XYZ:
```
48
Properties=species:S:1:pos:R:3:nbo_charge:R:1
C -17.6796 -16.7429 -27.1263 -0.26
O -18.8042 -16.5353 -26.2334 -0.76
H -17.9791 -16.4854 -28.1468 0.18
H -16.8223 -16.1060 -26.9192 0.18
H -17.4063 -17.7949 -27.0956 0.19
H -19.1255 -17.4207 -26.0437 0.49
C -14.7406 -10.1689 -23.8926 -0.25
O -15.1588 -9.5641 -25.1104 -0.71
H -13.6653 -10.3674 -23.8625 0.17
H -14.9090 -9.4400 -23.1019 0.18
H -15.2962 -11.0753 -23.6548 0.16
H -15.0424 -10.2301 -25.7956 0.46
C -21.5247 -14.7180 -27.3738 -0.25
O -20.4500 -15.1544 -28.1882 -0.74
H -21.2715 -14.0865 -26.5196 0.17
H -22.1437 -14.1002 -28.0315 0.18
H -22.1701 -15.5288 -27.0249 0.16
H -19.7773 -15.5067 -27.5812 0.48
C -20.7773 -16.8108 -22.7510 -0.24
O -21.5065 -17.3311 -21.6550 -0.73
H -21.2527 -15.9548 -23.2172 0.19
H -19.7551 -16.5531 -22.4632 0.17
H -20.6838 -17.6083 -23.5013 0.14
H -21.3041 -18.2504 -21.4939 0.47
C -15.5672 -11.4505 -20.8888 -0.25
O -14.2948 -12.0662 -20.8430 -0.72
H -15.4238 -10.3893 -21.0686 0.18
H -16.2436 -11.7904 -21.6830 0.16
H -16.1531 -11.6777 -19.9938 0.17
H -14.3179 -12.9030 -21.3128 0.47
C -17.2958 -13.8693 -24.3443 -0.24
O -18.4384 -14.6817 -24.1683 -0.75
H -16.4482 -14.2236 -23.7361 0.15
H -16.9751 -13.8861 -25.3937 0.15
H -17.4667 -12.8312 -24.0438 0.17
H -18.4995 -15.2554 -24.9553 0.50
C -14.1517 -16.9562 -24.8164 -0.25
O -14.0874 -17.7190 -26.0330 -0.72
H -14.0618 -17.5579 -23.9212 0.19
H -13.4111 -16.1555 -24.9172 0.16
H -15.1173 -16.4303 -24.7902 0.15
H -14.2552 -17.0608 -26.7157 0.47
C -15.1912 -14.5919 -28.6411 -0.26
O -14.5174 -15.7956 -29.0450 -0.73
H -15.2735 -14.4704 -27.5540 0.15
H -14.5805 -13.7268 -28.9306 0.17
H -16.1249 -14.5882 -29.1960 0.20
H -13.5724 -15.6341 -28.9773 0.47
```

Values from the calculation:
Structure (SMILES): CO.CO.CO.CO.CO.CO.CO.CO
E_LUMO (eV): 0.04
Molecular weight (g mol⁻¹): 256.3
Spin multiplicity: 1

***

<ii>
Molecular formula: C8H32O8
Method: DFT, ωB97M-V with the def2-TZVPD basis set

Geometry as XYZ:
```
48
Properties=species:S:1:pos:R:3:nbo_charge:R:1
C 1.5161 0.4128 5.5167 -0.25
O 0.3760 0.4626 4.6666 -0.73
H 2.0226 1.3779 5.5233 0.16
H 1.2791 0.1158 6.5383 0.17
H 2.1861 -0.2741 4.9997 0.19
H -0.3482 0.9339 5.0850 0.46
C -1.9668 3.9513 0.6895 -0.25
O -2.3344 4.1152 -0.6621 -0.73
H -0.8928 3.9865 0.8722 0.17
H -2.3979 4.8089 1.2060 0.16
H -2.4095 3.0592 1.1325 0.16
H -3.0577 3.5146 -0.8564 0.48
C -6.6119 1.7655 -1.2395 -0.25
O -5.3438 1.2189 -1.6157 -0.74
H -7.4022 1.0742 -1.5322 0.16
H -6.7177 1.8849 -0.1613 0.16
H -6.8432 2.6457 -1.8394 0.19
H -5.2547 0.3169 -1.2992 0.47
C -5.5179 -3.6327 0.5123 -0.24
O -4.6007 -3.0756 -0.3026 -0.71
H -6.1758 -2.9948 1.1024 0.18
H -6.1318 -4.3473 -0.0360 0.15
H -4.9778 -4.1834 1.2825 0.15
H -3.9223 -3.7428 -0.4297 0.47
C 6.7031 -2.9649 1.1612 -0.23
O 6.0171 -1.9687 1.8091 -0.74
H 6.3604 -3.9318 1.5297 0.15
H 6.4709 -2.8634 0.1011 0.16
H 7.7746 -2.9638 1.3610 0.18
H 5.0810 -1.9114 1.6041 0.48
C 5.3031 3.4639 1.7293 -0.24
O 6.4255 2.6508 1.8051 -0.71
H 4.5529 3.1058 1.0243 0.15
H 4.8247 3.4719 2.7087 0.15
H 5.5933 4.4694 1.4245 0.18
H 6.1221 1.7772 2.0626 0.47
C 1.0336 -0.4830 -0.7643 -0.25
O 1.5498 -0.9777 0.4524 -0.73
H 1.4585 -1.0320 -1.6046 0.18
H -0.0493 -0.6012 -0.8029 0.17
H 1.3835 0.5490 -0.7893 0.17
H 1.0020 -0.5767 1.1312 0.47
C -0.6941 -1.9919 -7.4508 -0.24
O 0.2680 -2.9077 -7.9166 -0.72
H -0.6295 -1.0802 -8.0447 0.16
H -1.6959 -2.4184 -7.5026 0.18
H -0.4460 -1.7178 -6.4254 0.16
H 1.1177 -2.4910 -7.7558 0.46
```

Values from the calculation:
Structure (SMILES): CO.CO.CO.CO.CO.CO.CO.CO
E_LUMO (eV): 0.21
Molecular weight (g mol⁻¹): 256.3
Spin multiplicity: 1

***

Relative to the most stable one, in hartree, the structures come out at <i> 0.0000; <ii> 0.0245.

***

<i>
Molecular formula: C4H9N3
Method: DFT, ωB97M-V with the def2-TZVPD basis set

Geometry as XYZ:
```
16
Properties=species:S:1:pos:R:3:nbo_charge:R:1
H -1.0102 -2.5585 0.0926 0.34
N -0.4899 -1.8707 -0.4515 -0.66
C -0.6465 -0.6749 -0.1243 0.37
C -1.6636 0.0034 0.7251 -0.71
C 0.4397 0.3834 -0.7707 0.01
N -0.1471 1.6289 -1.1655 -0.84
N 1.3719 0.5275 0.2986 -0.43
C 2.0494 -0.4623 0.7085 -0.04
H -1.1630 0.6006 1.4848 0.23
H -2.3233 -0.7293 1.1898 0.22
H -2.2555 0.6767 0.1029 0.25
H 0.8476 -0.1474 -1.6375 0.20
H -0.3178 2.2150 -0.3561 0.36
H 0.4556 2.1243 -1.8110 0.37
H 2.1245 -1.4142 0.1795 0.16
H 2.7281 -0.3025 1.5351 0.17
```

Values from the calculation:
Structure (SMILES): [H]/N=C(\C)[C@@H](N)N=C
E_LUMO (eV): 1.05
Molecular weight (g mol⁻¹): 99.1
Spin multiplicity: 1

***

<ii>
Molecular formula: C4H9N3
Method: DFT, ωB97M-V with the def2-TZVPD basis set

Geometry as XYZ:
```
16
Properties=species:S:1:pos:R:3:nbo_charge:R:1
C 0.5420 -0.8933 0.1301 -0.64
C -0.6788 -1.1204 -0.5115 0.44
N -0.7854 -1.0321 -1.8526 -0.78
N -1.8064 -1.2370 0.2146 -0.84
H 0.6395 -1.3122 1.1302 0.21
H 1.4421 -1.0211 -0.4668 0.19
H -1.6395 -0.6006 -2.1868 0.38
H 0.0179 -0.6168 -2.3082 0.39
H -1.9307 -2.1061 0.7216 0.40
H -2.6157 -0.7641 -0.1710 0.39
C 1.5495 1.8032 1.1250 -0.70
C 0.3368 1.3845 0.3645 0.29
N -0.6657 1.7720 -0.1562 -0.45
H 1.5289 2.8781 1.3186 0.24
H 2.4581 1.5749 0.5573 0.23
H 1.6075 1.2910 2.0913 0.24
```

Values from the calculation:
Structure (SMILES): C=C(N)N.CC#N
E_LUMO (eV): 0.99
Molecular weight (g mol⁻¹): 99.1
Spin multiplicity: 1

***

Relative to the most stable one, in hartree, the structures come out at <i> 0.0000; <ii> 0.0229.

***

<i>
Molecular formula: C4H9N3
Method: DFT, ωB97M-V with the def2-TZVPD basis set

Geometry as XYZ:
```
16
Properties=species:S:1:pos:R:3:nbo_charge:R:1
H -0.2621 -1.1463 -2.3199 0.36
N -0.5539 -0.7741 -1.4193 -0.62
C 0.0892 0.2937 -1.0655 0.05
C -0.4239 1.1517 0.0094 0.09
C -1.6066 0.9133 0.5923 -0.44
N 0.4115 2.2094 0.3612 -0.81
H 0.8834 0.7384 -1.6782 0.18
H -2.2408 0.1309 0.2182 0.22
H -1.9234 1.4488 1.4728 0.20
H 1.4023 2.0455 0.2594 0.37
H 0.1896 2.6414 1.2452 0.38
C 0.6681 -2.3394 0.5370 -0.07
N 1.5374 -1.4893 0.7894 -0.59
H 0.5552 -3.2147 1.1656 0.18
H -0.1045 -1.9995 -0.3633 0.20
H 1.3785 -0.6098 0.1956 0.31
```

Values from the calculation:
Structure (SMILES): [H]/N=C/C(=C)N.C=N
E_LUMO (eV): 0.24
Molecular weight (g mol⁻¹): 99.1
Spin multiplicity: 1

***

<ii>
Molecular formula: C4H9N3
Method: DFT, ωB97M-V with the def2-TZVPD basis set

Geometry as XYZ:
```
16
Properties=species:S:1:pos:R:3:nbo_charge:R:1
C -1.2083 0.1148 0.2359 -0.18
C -0.6381 1.3292 -0.0870 0.05
C 2.2926 -0.3848 0.4391 -0.61
C 1.4709 0.2601 -0.7346 -0.24
N -2.4727 -0.4178 0.3021 -0.25
N -3.7041 -0.1049 -0.2217 -0.47
N 0.6144 1.4681 -0.4140 -0.54
H -0.6476 -0.7341 0.7581 0.16
H 1.6236 -0.6964 1.1491 0.20
H 2.7616 -1.2907 0.1171 0.21
H 2.8357 0.2942 0.9223 0.21
H 2.1787 0.3600 -1.6035 0.20
H 0.6442 -0.3767 -1.0030 0.20
H -2.4751 -1.3780 0.7423 0.37
H -4.3345 -0.7964 0.0753 0.30
H 1.0587 2.3534 -0.6777 0.40
```

Values from the calculation:
E_LUMO (spin up / spin down) (eV): -0.04 / 0.34
Molecular weight (g mol⁻¹): 99.1
Spin multiplicity: 1

***

Relative to the most stable one, in hartree, the structures come out at <i> 0.0000; <ii> 0.1119.